{"formula": "C2H4NO2", "method": "the ωB97M-V functional and the def2-TZVPD basis", "homo_lumo_gap_ev": 10.26, "energy_ha": -283.435530, "spin_multiplicity": 1, "max_force_ha_per_bohr": 0.066, "e_above_lowest_kj_mol": 316.7, "charge": 1, "symbols": ["O", "O", "N", "C", "C", "H", "H", "H", "H"], "xyz": [[0.3366, 1.9089, -2.4800], [-0.0148, 0.9603, -0.4129], [0.9153, 1.8231, -1.5248], [0.3641, -0.1167, 0.1371], [-0.5120, -0.8542, 0.9889], [-1.4180, -1.0393, 0.3734], [1.3181, -0.5146, -0.1861], [-0.0723, -1.7685, 1.1920], [-0.9168, -0.3989, 1.9123]], "nbo_charge": [0.003, -0.428, 0.562, 0.535, -0.755, 0.307, 0.197, 0.261, 0.318]}